{
  "formula": "C29H26AsF15MnNO6S4",
  "method": "ωB97M-V with the def2-TZVPD basis set",
  "homo_ha": [-0.1800, -0.1841],
  "relative_energy_kj_mol": 72.1,
  "spin_multiplicity": 2,
  "homo_lumo_gap_ha": [0.263, 0.267],
  "charge": -1,
  "s2": 1.21,
  "elements": ["Mn", "S", "C", "C", "C", "C", "C", "C", "As", "C", "C", "C", "C", "C", "C", "C", "C", "C", "C", "C", "C", "H", "H", "H", "H", "H", "H", "H", "H", "H", "H", "H", "H", "H", "H", "F", "C", "F", "F", "S", "O", "O", "N", "S", "O", "O", "C", "F", "F", "F", "F", "C", "F", "F", "C", "O", "C", "F", "F", "F", "C", "F", "F", "F", "C", "S", "C", "H", "H", "H", "H", "H", "H", "C", "C", "C", "O", "H", "H", "H", "H", "H", "H"],
  "xyz": [[0.158, -1.197, 0.389], [2.443, -1.548, 0.073], [3.003, -0.389, -1.121], [4.177, -0.657, -1.840], [4.647, 0.222, -2.798], [3.965, 1.405, -3.069], [2.812, 1.695, -2.356], [2.332, 0.814, -1.393], [0.746, 1.156, -0.342], [1.467, 2.388, 0.985], [0.612, 3.244, 1.673], [1.108, 4.072, 2.668], [2.458, 4.041, 2.994], [3.310, 3.185, 2.314], [2.818, 2.363, 1.308], [-0.209, 2.397, -1.490], [0.092, 3.756, -1.524], [-0.595, 4.599, -2.385], [-1.591, 4.096, -3.211], [-1.901, 2.744, -3.174], [-1.210, 1.898, -2.317], [4.708, -1.580, -1.635], [5.552, -0.017, -3.344], [4.329, 2.093, -3.822], [2.275, 2.615, -2.557], [-0.445, 3.255, 1.445], [0.433, 4.729, 3.202], [2.842, 4.677, 3.782], [4.362, 3.148, 2.569], [3.488, 1.689, 0.788], [0.857, 4.158, -0.872], [-0.359, 5.656, -2.403], [-2.135, 4.760, -3.872], [-2.693, 2.345, -3.795], [-1.476, 0.850, -2.278], [-5.328, 1.023, 2.248], [-4.022, 1.013, 2.533], [-3.687, -0.219, 2.897], [-3.809, 1.841, 3.559], [-3.024, 1.568, 1.086], [-1.671, 1.243, 1.426], [-3.407, 2.933, 0.891], [-3.618, 0.707, -0.100], [-3.186, -0.684, -0.627], [-3.174, -0.684, -2.065], [-2.082, -1.363, 0.039], [-4.648, -1.724, -0.218], [-4.528, -2.919, -0.820], [-4.764, -1.930, 1.093], [-5.766, -1.155, -0.660], [1.573, -0.037, 5.206], [1.380, -0.222, 3.883], [2.588, -0.415, 3.333], [0.886, 0.910, 3.393], [0.417, -1.415, 3.556], [-0.053, -1.374, 2.317], [1.193, -2.749, 3.811], [1.923, -2.732, 4.943], [2.024, -3.015, 2.805], [0.342, -3.785, 3.909], [-0.787, -1.348, 4.555], [-1.778, -2.154, 4.161], [-1.278, -0.107, 4.624], [-0.457, -1.717, 5.810], [0.608, -4.432, -1.078], [-0.054, -3.772, 0.454], [-1.753, -4.322, 0.304], [0.733, -5.512, -1.000], [1.574, -3.953, -1.231], [-0.057, -4.195, -1.909], [-2.161, -4.024, -0.658], [-2.319, -3.836, 1.095], [-1.807, -5.403, 0.426], [1.386, -1.493, -3.753], [0.062, -1.701, -3.072], [-1.038, -2.337, -3.877], [-0.108, -1.391, -1.910], [1.328, -1.678, -4.824], [2.107, -2.180, -3.303], [1.750, -0.484, -3.559], [-1.312, -1.662, -4.692], [-1.910, -2.519, -3.258], [-0.668, -3.258, -4.334]]
}

---

{
  "formula": "C4H4N2",
  "method": "ωB97M-V with the def2-TZVPD basis set",
  "homo_ha": [-0.3029, -0.3027],
  "relative_energy_kj_mol": 480.9,
  "homo_lumo_gap_ha": [0.295, 0.295],
  "elements": ["C", "C", "N", "N", "C", "C", "H", "H", "H", "H"],
  "xyz": [[0.629, 0.873, 0.057], [1.144, -0.502, -0.134], [0.898, -1.505, 0.795], [-0.246, -1.313, 0.111], [-1.223, -0.449, -0.058], [-0.724, 0.898, 0.021], [1.289, 1.729, 0.132], [1.842, -0.708, -0.957], [-2.248, -0.792, -0.113], [-1.361, 1.768, 0.146]]
}

---

{
  "formula": "C3H2AgLiO3",
  "method": "ωB97M-V with the def2-TZVPD basis set",
  "homo_ha": [-0.4385, -0.4584],
  "relative_energy_kj_mol": 45.7,
  "spin_multiplicity": 2,
  "homo_lumo_gap_ha": [0.239, 0.258],
  "charge": 1,
  "s2": 0.75,
  "elements": ["C", "C", "O", "Ag", "H", "H", "O", "C", "Li", "O"],
  "xyz": [[1.103, -3.406, -0.342], [0.839, -2.204, -0.810], [0.784, -1.383, -1.682], [-0.090, 1.048, -1.880], [1.139, -4.245, -1.037], [1.341, -3.526, 0.713], [-0.363, -0.495, 2.332], [-0.424, -0.447, 1.119], [-1.122, 1.668, 2.030], [-0.729, 0.545, 0.407]]
}

---

{
  "formula": "H26O13",
  "method": "ωB97M-V with the def2-TZVPD basis set",
  "homo_ha": -0.2384,
  "relative_energy_kj_mol": 3372.6,
  "homo_lumo_gap_ha": 0.186,
  "elements": ["O", "H", "H", "O", "H", "H", "O", "H", "H", "O", "H", "H", "O", "H", "H", "O", "H", "H", "O", "H", "H", "O", "H", "H", "O", "H", "H", "O", "H", "H", "O", "H", "H", "O", "H", "H", "O", "H", "H"],
  "xyz": [[0.915, 1.990, 1.590], [1.405, 1.417, 1.000], [1.545, 2.231, 2.270], [0.454, -2.083, 0.456], [1.133, -1.716, 1.023], [0.245, -1.377, -0.155], [-0.653, -0.644, 2.107], [-0.593, -1.219, 2.870], [0.238, -0.614, 1.759], [-1.669, -0.943, -1.218], [-2.209, -1.011, -0.431], [-0.789, -0.755, -0.890], [-2.083, -0.868, 0.736], [-2.799, -0.971, 1.362], [-1.329, -0.622, 1.272], [2.485, -0.830, 0.199], [2.227, -1.130, 1.071], [2.654, -1.634, -0.292], [-0.028, -0.293, -0.255], [-0.565, 0.341, 0.221], [0.817, 0.144, -0.364], [-0.845, 1.209, 1.253], [-0.615, 0.469, 1.814], [-0.155, 1.854, 1.411], [1.177, -0.923, -2.085], [1.308, -1.488, -2.847], [1.568, -1.407, -1.358], [-1.131, 1.016, -1.981], [-1.455, 0.182, -1.641], [-1.718, 1.673, -1.605], [0.731, 0.879, -2.539], [-0.116, 0.873, -2.092], [1.026, -0.031, -2.505], [-2.497, 1.261, -0.402], [-3.258, 1.371, 0.169], [-1.747, 1.269, 0.193], [1.813, 0.939, 0.171], [2.277, 1.356, -0.554], [2.234, 0.085, 0.266]]
}

---

{
  "formula": "C2H7O3Zn",
  "method": "ωB97M-V with the def2-TZVPD basis set",
  "homo_ha": [-0.2769, -0.2581],
  "relative_energy_kj_mol": 499.3,
  "spin_multiplicity": 2,
  "homo_lumo_gap_ha": [0.268, 0.163],
  "s2": 0.77,
  "elements": ["O", "Zn", "H", "C", "H", "H", "H", "O", "C", "O", "H", "H", "H"],
  "xyz": [[-1.812, -0.688, 1.975], [-3.190, 0.126, 2.827], [-1.702, -1.681, 1.942], [-0.355, -0.075, 1.042], [-0.686, 0.971, 1.095], [0.358, -0.487, 1.770], [-0.571, -0.715, 0.173], [1.305, 0.570, 0.078], [1.346, 0.348, -2.221], [1.042, 1.226, -1.166], [0.643, -0.500, -2.242], [1.247, 0.934, -3.146], [2.375, -0.028, -2.127]]
}

---

{
  "formula": "C6H12",
  "method": "ωB97M-V with the def2-TZVPD basis set",
  "homo_ha": [0.0553, -0.1889],
  "relative_energy_kj_mol": 0.0,
  "spin_multiplicity": 2,
  "homo_lumo_gap_ha": [0.099, 0.350],
  "charge": -1,
  "s2": 0.75,
  "elements": ["C", "C", "C", "C", "C", "C", "H", "H", "H", "H", "H", "H", "H", "H", "H", "H", "H", "H"],
  "xyz": [[2.356, 0.262, 0.362], [1.200, 0.807, -0.472], [-0.099, 0.058, -0.286], [-1.189, 0.727, 0.100], [-2.532, 0.172, 0.469], [-0.102, -1.434, -0.480], [2.658, -0.727, 0.017], [3.243, 0.895, 0.329], [2.058, 0.106, 1.401], [1.519, 0.838, -1.518], [0.995, 1.827, -0.136], [-1.140, 1.811, 0.119], [-2.740, 0.421, 1.511], [-2.665, -0.899, 0.352], [-3.277, 0.713, -0.121], [-0.821, -1.993, 0.122], [-0.346, -1.733, -1.508], [0.882, -1.851, -0.261]]
}

---

E_tot? In order: -8104.55163, -264.14327, -495.42175, -992.48867, -2085.17009, -235.73426 Ha.